(1)
Molecular formula: C6H13IN2O2
Method: DFT, the ωB97M-V functional and the def2-TZVPD basis

For the HOMO-LUMO gap, the calculation gives 8.00 eV.

Geometry as ORCA input:
```
! wB97M-V def2-TZVPD RIJCOSX def2/J DEFGRID3
* xyz 0 1
C -1.76535 0.45053 0.32158
N -0.32511 0.08573 0.17548
C 0.10819 -1.30178 0.58119
C 0.54931 1.01593 0.94994
C -0.01041 0.29053 -1.26095
C 1.53418 0.00237 -1.55098
I 1.57870 0.24759 -3.98225
N 2.20532 -1.08772 -1.28130
C 3.22162 -1.10923 0.08065
O 3.54641 -2.19044 0.40404
O 3.31915 0.05101 0.46726
H -1.96057 0.67467 1.41744
H -1.72161 1.44031 -0.15880
H -2.44776 -0.27259 -0.14782
H 1.09350 -1.37553 0.80003
H -0.62064 -1.63823 1.38749
H -0.13087 -1.91754 -0.34184
H 1.43428 0.83166 0.45769
H 0.36862 2.01862 0.83873
H 0.58509 0.66499 1.92187
H -0.61456 -0.32266 -1.87194
H -0.24575 1.34375 -1.54707
H 2.01110 0.96126 -1.31387
H 1.68318 -1.84042 -1.51220
*
```


(2)
Molecular formula: C6H13LiO3
Method: DFT, the ωB97M-V functional and the def2-TZVPD basis

For the HOMO-LUMO gap (spin up / spin down), the calculation gives 9.58 / 6.82 eV.

Geometry as ORCA input:
```
! wB97M-V def2-TZVPD RIJCOSX def2/J DEFGRID3
* xyz 1 2
C 1.28942 -0.51660 -1.88392
C 0.73102 0.69346 -1.87898
C -0.48189 1.07463 -1.08156
C -0.21590 2.22649 -0.11260
O -1.13920 2.43218 0.86081
Li -2.09578 0.74247 1.14146
H 0.87852 -1.34601 -1.29939
H 1.19064 1.49712 -2.46626
H 2.15195 -0.73615 -2.51484
H -0.82583 0.19393 -0.51904
H -1.28271 1.39509 -1.76773
H 0.03520 3.17595 -0.62789
H 0.70173 1.99700 0.48974
O -0.54370 0.25378 1.99632
C 0.31311 -0.76306 1.50327
C -0.52424 -1.84666 0.85741
O 0.36835 -2.76600 0.27602
H 0.00304 1.03398 2.35039
H 0.91067 -1.18449 2.32719
H 1.00342 -0.33704 0.75479
H -1.17446 -1.39993 0.08200
H -1.16776 -2.32225 1.61474
H -0.12558 -3.49791 -0.10193
*
```


F_max
In order: 6.29 2.30
Unit: eV/A
Energy above the lowest of the compared OMol25 structures with the same formula, charge and spin
In order: 0.0 19.0
Unit: kcal per mole